Record 1
C4H4KLiO5 as an isolated structure in a non-equilibrium geometry. Source: the OMol25 dataset; level of theory: ωB97M-V/def2-TZVPD.

Element x y z (Å)
O  -0.24137  -1.43760  1.76354
C  -1.48981  -1.25555  1.07374
H  -1.64838  -2.13260  0.43978
H  -2.28718  -1.15030  1.81793
O  1.93044  1.61272  -1.96060
K  2.87356  1.60084  0.29245
H  -1.98972  0.87770  0.31644
C  1.15954  0.56468  -1.76285
C  -1.28696  0.03979  0.27607
C  0.37657  -0.27499  1.94411
O  -0.23451  0.69519  1.30303
O  0.84864  -0.08806  -2.81216
O  1.53652  -0.20368  2.30376
Li  1.91404  1.35066  -4.21599
H  -1.46138  -0.19881  -0.77924

Computed properties:
- Total energy: -30978.4838 eV
- Total charge: 0
- LUMO level: -0.262 eV
- HOMO-LUMO gap: 0.185 Ha

Atom charges from the Löwdin analysis, given in e for atoms 1 to 2: atom 1 (O): 0.06, atom 2 (C): -0.11

Record 2
A 10-piece molecular cluster, C57H142N10O overall in a non-equilibrium geometry. Source: the OMol25 dataset; level of theory: ωB97M-V/def2-TZVPD.

Element x y z (Å)
C  18.41268  -2.22068  1.69260
H  21.12531  6.87179  -1.31886
H  25.94055  -2.22178  1.47973
C  19.69481  4.23803  -3.18646
H  21.39655  -5.18272  0.14261
H  18.20428  4.80437  -1.71159
H  15.93425  -1.56622  -2.89911
C  16.91560  -1.58475  5.18887
H  19.43996  -2.25518  -3.45325
H  17.09807  -1.48837  -5.37981
C  21.86773  5.09545  -2.34908
C  22.34095  -2.89615  -3.37099
H  24.17202  -3.69988  1.23182
H  22.73500  -10.94520  -0.92941
C  16.09246  2.43635  -3.35565
H  21.20842  -5.74902  -3.65628
C  19.18871  -4.51682  4.73798
N  27.25778  -6.40606  -0.83212
H  16.27370  -4.84693  -1.07252
H  22.89948  -0.05010  1.84180
C  18.63465  -1.77184  -1.41934
H  16.84893  -0.86569  6.00533
C  15.58395  -1.86679  -3.88655
H  27.16353  -3.87639  -5.52944
H  12.97682  -4.09915  -4.02817
H  21.95511  -3.46904  0.06309
H  13.77975  5.49710  0.11985
H  24.81098  -0.24853  0.03501
H  22.40501  7.18158  -2.61924
C  26.27785  -3.29264  -5.27866
N  17.99939  -3.74011  4.49578
C  21.11377  -4.13575  0.25214
C  16.79427  -5.42446  3.05912
H  21.00695  -4.09693  1.33620
H  15.95050  -2.89286  -3.91710
H  19.15361  -5.00109  5.71387
C  16.22306  2.25441  0.49776
H  19.33116  1.69474  -2.16811
C  18.54158  5.06283  -2.71534
H  12.16765  -3.17068  -2.66939
H  22.60074  -5.15009  -6.06156
C  16.20088  -0.99799  -5.00209
H  19.56792  -6.71150  0.65132
H  16.23032  3.13648  -4.17962
H  16.25539  2.85977  -0.40811
C  23.93969  -0.88849  0.17429
C  23.56379  -3.61566  -3.95151
H  26.28397  -4.57988  -0.30799
H  19.15985  -0.04208  -5.52546
H  20.38394  -1.04001  -2.54058
C  22.63558  -3.49107  -7.61533
H  22.62369  4.87208  -1.59626
H  14.85205  4.44137  -0.79444
H  15.42956  5.62777  0.40812
H  24.05955  -5.05734  -1.05613
H  22.28618  -7.05177  -3.35195
C  20.44679  -3.74511  4.58473
H  29.39362  -6.53972  -0.76350
H  15.34809  0.55045  -2.99389
C  27.20679  -7.04947  -3.32819
H  23.54943  -3.76704  -8.14147
C  24.57672  -3.68667  2.24382
H  22.02192  -5.95911  -2.04361
C  14.67216  4.87509  0.18924
N  16.67474  0.32399  -4.54337
H  20.54049  -2.76236  5.04683
C  18.84572  -7.42637  0.25700
H  23.16843  -0.51986  -0.50201
H  14.42902  1.22296  -0.05380
H  17.86578  -2.53530  -1.53797
H  19.48758  2.42518  -0.60481
H  18.14046  -0.33573  -6.97087
H  20.14371  4.59773  -4.11232
H  21.12118  -10.84064  -0.38536
C  16.89391  1.93909  3.39519
H  18.84713  6.10913  -2.71617
H  11.95287  -4.86743  -2.77649
H  20.79974  6.93092  -3.05498
H  25.22913  -4.55028  2.37280
C  25.03193  -4.03082  -5.86790
N  24.47713  -1.18943  2.63856
H  26.29008  -8.07988  -1.59865
H  15.03983  3.00290  3.63189
C  23.87192  -1.03624  3.98521
H  17.23660  1.96416  0.77452
H  19.33181  3.24602  -3.45523
H  14.49878  -1.77198  -3.84766
H  15.88514  0.46572  -0.72862
H  24.26114  -1.86167  -0.19676
H  21.31104  -4.29796  4.95287
C  16.73418  -4.49080  4.28777
C  27.18036  -7.49871  -1.83896
H  19.23692  -0.53916  0.66556
C  19.86608  -3.68325  -0.56190
N  23.74620  -3.47144  -5.43594
H  17.77989  2.03562  -5.21463
C  24.77109  -5.86489  -0.88387
H  15.94282  -3.76526  4.09952
H  13.64882  3.16509  1.13761
H  22.57029  -2.71492  -2.32092
H  15.92895  -1.81521  4.78697
H  15.43716  0.19823  0.93792
H  19.09100  1.12657  -6.90967
H  28.27309  -4.11257  0.55832
H  21.27160  -9.74861  -2.45099
H  15.49313  -0.91402  -5.82679
H  24.37172  -3.07853  -3.45468
H  14.50459  -5.17323  -2.34390
H  19.53478  -6.63983  -2.12536
C  18.53740  0.41921  -6.29219
H  17.40246  -2.10727  1.29930
H  15.94428  -6.09964  2.96051
H  28.52544  -5.69463  1.42196
H  16.87861  -4.90792  2.10299
N  15.62713  3.05956  1.57730
H  18.86080  -9.09756  -1.08117
H  28.05398  -8.11431  -1.62463
H  15.04891  -4.97767  0.16566
H  20.36501  0.95099  -1.02231
H  26.41961  -4.94628  -2.04218
H  24.61749  -6.68692  -1.58299
C  20.05797  1.92987  -1.39057
H  17.66054  5.02435  -3.35596
H  21.74471  -3.68370  -5.64126
C  14.45187  3.87709  1.32803
H  22.57377  -8.75354  -2.08809
C  22.63260  -4.06387  -6.14645
H  18.83718  -0.61363  -3.32358
C  28.78383  -5.07549  0.56290
H  19.98148  -7.87732  -3.27524
H  17.57063  2.79297  3.42758
C  20.33817  -7.31956  -2.40934
C  26.21889  -5.36856  -1.05755
H  19.22436  -5.39128  4.08825
C  15.55471  -4.26985  -0.49103
H  16.05381  -3.46078  0.04227
C  21.51466  -6.44621  -2.87638
H  17.65613  -6.09073  3.02197
C  19.38297  -1.39191  -2.79021
H  17.36379  1.18093  2.76869
H  25.69523  -0.11556  5.07915
N  20.70410  4.22084  -2.08637
H  22.23224  -9.70172  0.40549
C  21.67658  -9.16413  -1.62487
N  13.93635  -4.35265  -2.18944
H  28.02566  -6.35749  -3.52498
C  21.52483  6.62243  -2.30187
C  14.42099  -3.58135  -1.23029
H  14.80888  1.25613  -4.62177
C  21.17771  2.85140  -1.92800
H  22.69275  -1.77486  1.70718
H  19.93736  -9.19092  0.26457
H  17.35595  -0.98345  4.39349
H  27.32190  -7.89514  -4.00619
C  25.33973  -2.37766  2.37573
C  19.46811  -1.59446  0.81045
H  25.40625  -1.79291  5.41939
H  28.75821  -5.19297  -1.66122
H  20.39231  -1.58829  1.38831
H  18.46020  -1.80581  2.69944
H  18.75948  -2.39169  5.84471
H  17.03295  2.31485  -2.81824
C  17.77385  -2.77150  5.57568
H  23.77218  -3.77432  2.97399
H  22.29321  4.87382  -3.32783
H  29.80357  -4.69165  0.59287
H  21.43347  2.52099  -2.93474
O  13.99445  -2.47344  -0.96939
C  24.90217  -0.85637  5.18088
H  22.08828  -1.91767  -3.77944
H  16.79201  1.54541  4.40649
H  22.50584  -2.40902  -7.59471
H  23.23436  -1.91821  4.04646
H  18.11441  -0.85416  -1.14491
C  15.50382  2.35839  2.88528
C  15.60748  1.10556  -3.89537
H  26.31808  -3.24355  -4.19051
C  22.01681  -10.23434  -0.52079
H  15.30387  2.86600  -2.73789
H  24.99565  -5.08014  -5.57513
H  19.94949  -3.95361  -1.61454
H  24.37261  -0.60355  6.09944
H  18.59593  -3.29088  1.78849
H  16.54468  -5.01998  5.22166
H  18.27201  -6.81934  -0.44333
H  14.19652  4.40077  2.24925
H  16.56168  1.34853  -6.36543
C  28.60362  -5.78873  -0.76162
H  23.20025  -0.17844  4.01879
C  15.46477  0.95242  0.15145
C  17.30358  1.13267  -5.59661
H  18.35865  -7.81881  1.14967
H  14.80074  1.53784  2.74218
C  12.68015  -4.08133  -2.97947
H  20.57130  -3.52666  3.52413
H  25.10388  -3.93062  -6.95090
H  22.02115  2.76796  -1.24261
H  17.41813  -3.31225  6.45269
H  21.47945  -3.56386  -3.37987
H  26.27842  -6.54704  -3.59985
H  26.47706  -2.30497  -5.69449
H  18.98014  -4.20842  -0.20494
N  19.66625  -2.20860  -0.47965
H  21.84283  -3.93085  -8.22051
N  20.76291  -8.07267  -1.20638
C  19.56711  -8.50623  -0.49846
H  24.62224  -6.32655  0.09225
H  26.01896  -2.45965  3.22427
H  23.56944  -4.67839  -3.70929
C  23.43128  -0.97714  1.62760

Computed properties:
- Total energy: -78356.4652 eV
- Total charge: 0
- SMILES: CCN(CC)CC.CCN(CC)CC.CCN(CC)CC.CCN(CC)CC.CCN(CC)CC.CCN(CC)CC.CCN(CC)CC.CCN(CC)CC.CCN(CC)CC.CNC(C)=O
- LUMO level: 0.440 eV
- HOMO-LUMO gap: 0.298 Ha

Atom charges from the Löwdin analysis, given in e for atoms 1 to 2: atom 1 (C): -0.08, atom 2 (H): 0.08

E_HOMO values, unit Ha, following the record order: -0.19457 -0.28144.